Record 1
DFT (ωB97M-V with the def2-TZVPD basis set) results for a molecular structure, C28H42LuN7O.

- Max |F|: 0.016 Eh/bohr
- E_LUMO: -4.97 eV
- Energy above the lowest of the compared OMol25 structures with the same formula, charge and spin: 2.9 kcal/mol
- Multiplicity: 1
- Total charge: +2

Geometry as XYZ:
```
79
Properties=species:S:1:pos:R:3:forces:R:3
Lu -0.509 0.097 -0.319 0.1 -0.7 0.5
C -4.000 0.105 1.537 -0.1 0.0 0.0
C -3.770 -0.378 0.113 0.1 -0.1 0.0
N -2.557 -1.223 -0.034 0.1 0.2 -0.2
C -2.543 -2.430 0.815 -0.2 0.1 0.0
C -1.232 -3.158 0.645 0.1 0.0 0.0
N -0.074 -2.267 0.883 -0.1 0.2 0.0
C 0.205 -2.172 2.333 -0.1 0.0 -0.1
C 1.594 -1.660 2.657 0.1 0.0 0.1
C 2.031 -0.380 1.950 -0.1 0.0 0.0
N 0.917 0.542 1.648 0.0 0.0 -0.1
C 0.270 1.086 2.856 0.1 -0.1 0.0
C -0.850 2.007 2.446 -0.2 0.0 0.0
N -1.817 1.341 1.541 0.2 -0.1 -0.2
C -2.763 0.511 2.318 0.1 0.1 0.0
H -4.522 -0.654 2.123 0.0 0.0 0.0
H -4.690 0.951 1.479 0.0 0.0 0.0
H -3.644 0.463 -0.570 0.0 0.1 0.0
H -4.653 -0.923 -0.224 -0.1 0.0 0.0
H -2.574 -1.547 -0.999 0.0 0.0 0.0
H -3.368 -3.099 0.560 -0.1 0.0 0.0
H -2.692 -2.132 1.851 0.0 0.0 0.0
H -1.157 -3.560 -0.360 0.0 0.0 0.0
H -1.207 -4.009 1.328 0.0 -0.1 0.0
H 0.723 -2.719 0.445 0.1 0.0 0.0
H 0.088 -3.152 2.800 0.0 -0.1 0.0
H -0.560 -1.534 2.774 0.0 0.0 0.0
H 2.327 -2.438 2.426 0.0 0.0 0.0
H 1.644 -1.534 3.739 0.0 0.0 0.0
H 2.521 -0.601 1.002 0.0 0.0 -0.1
H 2.779 0.135 2.556 0.1 0.0 0.1
H 1.366 1.348 1.214 0.1 0.1 -0.1
H 0.993 1.649 3.452 0.0 0.0 0.1
H -0.093 0.271 3.480 0.0 0.0 0.0
H -0.437 2.864 1.927 0.0 0.0 0.0
H -1.359 2.383 3.337 0.0 0.0 0.0
H -2.351 2.084 1.097 -0.1 0.0 -0.1
H -3.079 1.055 3.211 0.0 0.0 0.1
H -2.220 -0.362 2.675 0.0 0.0 0.0
O 1.615 0.006 -1.511 -0.2 0.0 0.4
C 2.297 -1.222 -1.797 -0.1 0.2 -0.1
C 1.350 -2.240 -2.372 0.1 0.0 0.0
C 1.838 -3.277 -3.151 0.1 0.0 -0.1
C 0.944 -4.183 -3.691 0.0 -0.1 -0.1
C -0.411 -3.998 -3.451 0.0 0.0 0.0
C -0.797 -2.934 -2.664 0.0 0.1 0.0
N 0.057 -2.068 -2.101 -0.1 0.0 0.1
H 1.414 0.462 -2.345 0.0 0.0 0.0
H 2.734 -1.565 -0.861 0.0 0.0 0.1
H 3.117 -1.025 -2.484 0.1 0.0 0.0
H 2.902 -3.356 -3.348 -0.1 0.0 0.0
H 1.293 -5.003 -4.307 0.0 0.0 0.0
H -1.156 -4.658 -3.875 0.0 0.0 0.0
H -1.853 -2.773 -2.481 0.0 0.0 0.0
C 0.704 3.624 -0.184 0.1 -0.1 0.0
N 0.112 2.446 -0.843 0.0 -0.1 0.1
C -0.078 2.576 -2.116 0.0 0.0 -0.2
C -0.774 1.625 -2.906 0.0 0.1 0.0
C -1.035 1.673 -4.273 -0.1 0.0 -0.2
C -1.921 0.624 -4.541 0.0 0.1 0.0
C -2.155 -0.002 -3.323 0.0 0.0 0.0
N -1.464 0.574 -2.316 -0.1 0.2 0.2
C 1.990 3.345 0.559 0.0 0.0 0.0
C 3.014 2.612 -0.036 0.1 0.0 0.0
C 4.200 2.373 0.647 0.0 0.0 -0.1
C 4.379 2.873 1.931 -0.1 0.0 0.0
C 3.369 3.620 2.526 0.0 0.0 0.0
C 2.182 3.854 1.841 0.0 0.0 0.1
H -0.029 4.039 0.505 0.0 0.1 0.0
H 0.881 4.407 -0.926 0.0 0.0 -0.1
H 0.286 3.466 -2.632 0.0 0.0 0.0
H -0.651 2.408 -4.968 0.0 -0.1 0.1
H -2.367 0.364 -5.490 0.1 0.0 0.1
H -2.821 -0.838 -3.145 0.0 0.0 0.0
H 2.884 2.224 -1.039 0.0 0.0 0.0
H 4.996 1.813 0.170 0.0 0.0 0.0
H 5.307 2.696 2.459 0.0 0.0 0.0
H 3.510 4.028 3.520 0.0 0.0 -0.1
H 1.400 4.448 2.308 0.1 0.0 0.0
```
Positions in Å, forces in eV/Å.

Record 2
DFT (ωB97M-V with the def2-TZVPD basis set) results for a single C14H16O molecule in a non-equilibrium geometry.

- Structure (SMILES): CO[C@]1(c2ccccc2)[C@]2(CC2)[C@@]12CC2
- Max |F|: 0.061 Eh/bohr
- E_LUMO: 0.94 eV
- Energy above the lowest of the compared OMol25 structures with the same formula, charge and spin: 85.3 kcal/mol
- Multiplicity: 1

Geometry as XYZ:
```
31
Properties=species:S:1:pos:R:3:forces:R:3
C -0.779 1.985 -1.812 0.0 0.0 -0.1
O -0.711 1.852 -0.406 0.2 -0.1 0.3
C -0.167 0.661 0.058 -2.0 -1.9 0.8
C -1.295 -0.524 0.268 2.2 2.1 -0.8
C -2.611 -0.292 -0.093 0.1 0.1 0.0
C -3.535 -1.319 0.001 -0.1 -0.2 0.0
C -3.146 -2.568 0.462 -0.1 0.0 0.0
C -1.830 -2.784 0.839 0.0 -0.1 0.1
C -0.898 -1.767 0.732 -0.1 0.0 0.0
C 0.897 0.728 1.111 0.0 0.1 -0.1
C 1.383 1.713 2.104 0.0 0.2 -0.2
C 1.051 0.300 2.521 -0.1 -0.2 -0.1
C 1.245 0.255 -0.230 0.1 0.1 0.1
C 1.993 -0.877 -0.824 -0.1 -0.2 0.1
C 2.308 0.544 -1.224 0.0 0.2 0.0
H -0.940 1.015 -2.297 0.0 0.1 0.0
H 0.140 2.440 -2.200 -0.1 -0.1 0.0
H -1.623 2.644 -2.029 0.1 -0.1 0.0
H -2.913 0.684 -0.444 0.0 0.1 0.0
H -4.562 -1.150 -0.294 0.0 0.0 0.0
H -3.867 -3.371 0.521 0.0 0.0 0.0
H -1.521 -3.753 1.212 0.0 0.0 0.0
H 0.133 -1.936 1.004 0.1 0.0 0.0
H 0.712 2.504 2.404 -0.1 0.0 0.0
H 2.422 2.010 2.070 0.1 -0.1 0.0
H 1.865 -0.368 2.769 0.1 0.0 0.0
H 0.157 0.132 3.104 -0.1 0.0 0.0
H 1.493 -1.512 -1.538 -0.1 0.0 -0.2
H 2.699 -1.404 -0.198 0.1 0.0 0.1
H 3.224 0.990 -0.862 0.1 0.0 0.1
H 2.032 0.867 -2.216 -0.1 0.0 -0.1
```
Positions in Å, forces in eV/Å.